Density functional theory data (wB97M-V/def2-TZVPD) for a structure of composition C3H7KO3 in a non-equilibrium geometry.

Geometry as XYZ:
```
14
Properties=species:S:1:pos:R:3:forces:R:3:mulliken_charge:R:1
K 1.013785 0.387736 0.097181 4.878 -0.440 4.208 0.886
O -1.477375 -1.174384 -2.447549 -1.286 -2.653 -0.026 -0.657
O 1.530655 2.512106 0.609201 -0.208 1.064 1.573 -0.538
O 0.053515 -0.360914 -1.338399 -0.636 -2.945 -2.639 -0.889
C 0.458905 2.160286 1.556931 -0.168 2.224 -0.465 -0.756
C -0.652945 -1.377934 -1.537329 -3.031 1.710 -3.826 0.763
C -0.666055 -2.693804 -0.783169 0.503 0.784 1.279 -0.853
H -1.569305 -2.753884 -0.176019 -0.673 -0.239 -0.853 0.274
H 1.268805 3.265586 0.075061 -0.195 0.232 0.169 0.297
H -0.494405 -3.554704 -1.429309 -0.186 0.157 0.206 0.242
H 0.011445 -2.660244 0.070051 0.982 -0.268 -0.288 0.234
H 0.802865 1.396506 2.254381 0.125 0.369 -0.026 0.314
H -0.386475 1.805146 0.967601 -0.374 0.111 0.479 0.343
H 0.106585 3.048506 2.081361 0.269 -0.105 0.211 0.338
```
Positions in Å, forces in eV/Å.

---

Density functional theory data (wB97M-V/def2-TZVPD) for an isolated molecule of C3H7N in a non-equilibrium geometry.

Summary:
**SMILES**: C1CNC1

Geometry as XYZ:
```
11
Properties=species:S:1:pos:R:3:forces:R:3:mulliken_charge:R:1
N 0.728749 0.773937 0.283376 -0.222 -3.523 3.727 -0.549
C -0.888580 -0.377603 -0.602739 0.709 3.143 0.231 -0.521
C 0.632732 -0.342417 -0.699648 0.495 0.287 -1.404 -0.259
C -0.506755 0.135965 0.949942 -0.971 -0.379 -3.412 -0.643
H -1.203382 0.456034 -1.336203 -0.567 -1.323 1.636 0.229
H 0.763494 -1.444187 -0.409261 1.706 1.609 -0.050 0.211
H 1.203854 0.131483 -1.555366 -0.856 -1.877 0.083 0.283
H 1.225836 0.279194 1.050392 1.932 1.832 -0.690 0.272
H -1.032862 0.766770 1.612034 -1.222 0.933 0.167 0.365
H -0.232545 -0.738752 1.543361 0.051 -0.301 -0.195 0.273
H -1.250017 -1.363782 -0.773922 -1.055 -0.401 -0.093 0.339
```
Positions in Å, forces in eV/Å.

---

Results for E_LUMO: -0.4; 1.2 (in eV, following the order of the records).